[1]
Here is 10 unconnected molecules or ions with the total composition C2H22N2O11 from the Open Molecules 2025 dataset. Energies are from ωB97M-V with the def2-TZVPD basis set.

- E_LUMO (eV) = 0.1
- SMILES = NC(=O)NC=O.O.O.O.O.O.O.O.O.O
- frontier orbital gap (eV) = 9.0
- highest occupied orbital energy (Eh) = -0.32912
- multiplicity = 1

Element x y z (Å)
O -0.80753 -0.22535 0.37122
C -0.20459 0.66764 -0.25037
N -0.87852 0.99031 -1.43873
C -1.78566 0.09235 -2.08995
N -2.54712 0.71476 -2.99219
O -1.86317 -1.10142 -1.77252
H 0.54409 1.28507 0.11981
H -0.98727 2.00742 -1.66177
H -2.88028 1.59543 -3.33130
H -3.10072 -0.00650 -3.47340
H 1.39801 -3.77810 1.67249
H 2.42348 -4.05300 0.56485
O 1.92141 -3.31075 0.99758
H -1.14052 -3.27043 3.19664
H -1.40048 -2.76062 1.69952
O -0.70985 -2.90489 2.49905
H -0.67382 4.43131 -1.55023
H -1.52237 4.30397 -0.24924
O -1.34845 3.82551 -1.11969
H 1.05002 -1.12659 -2.21339
H 1.98355 -1.30237 -1.06873
O 1.38918 -0.62227 -1.42230
H 2.89578 3.00637 -1.01770
H 1.97767 1.89331 -1.64155
O 1.94061 2.70852 -1.19098
H 2.58017 1.56436 1.84145
H 1.18341 1.60501 2.66052
O 1.88218 1.98534 2.34046
H 4.06646 -0.30317 -0.18547
H 4.84217 0.96745 0.17122
O 4.02819 0.69342 -0.20537
H -2.75485 -2.74566 0.56854
H -3.40228 -1.65253 1.31744
O -3.44624 -2.50687 1.00496
H 0.07780 -0.68150 2.86382
H 1.29515 -1.03809 3.41527
O 0.44690 -0.59582 3.66751



[2]
Here is a molecular structure, C2H22O17V from the Open Molecules 2025 dataset. Energies are from ωB97M-V with the def2-TZVPD basis set.

- E_LUMO (alpha / beta) (eV) = -0.8 / -0.7
- <S²> = 0.7821
- frontier orbital gap (alpha / beta) (eV) = 7.9 / 9.5
- highest occupied orbital energy (alpha / beta) (Eh) = -0.31826 / -0.37564
- multiplicity = 2

Element x y z (Å)
O -0.43667 -0.59921 2.36512
V -1.55567 0.36379 1.58112
C -3.19167 -0.42021 3.04312
O -3.37267 -0.67121 1.84612
O -3.68867 -1.18021 4.02912
O -2.66067 0.69479 3.29212
H -4.17867 -1.95921 3.71512
C -0.45967 -0.41921 -0.47288
O -1.39767 -1.10521 -0.02388
O 0.20133 -0.79521 -1.52688
O -0.29467 0.67579 0.01012
H 0.03233 -1.72821 -1.72388
O 0.47733 -2.86421 1.17112
H -0.38967 -3.05521 1.52212
H 1.03733 -3.26521 1.79912
O 0.44433 -3.72121 -1.27688
H -0.17067 -4.42621 -1.15888
H 0.42533 -3.30921 -0.42588
O 2.90833 -0.58421 -0.47788
H 2.59133 0.26379 -0.20188
H 3.01733 -0.99021 0.36412
O -0.60767 3.46779 -0.55488
H 0.15433 3.53479 0.04012
H -0.99167 4.37579 -0.58888
O 1.77933 -3.03921 -3.64188
H 2.05933 -3.94921 -3.80688
H 1.41733 -3.09621 -2.79088
O -2.43367 2.23479 0.94412
H -2.48167 2.93879 1.57012
H -1.85667 2.68479 0.27412
O -0.18967 1.79279 2.50212
H -0.10967 2.73879 2.47212
H 0.40133 1.48379 3.17712
O 2.96833 0.56179 -3.02788
H 2.88333 1.46179 -2.74888
H 2.75833 -0.04321 -2.32688
O 2.02733 2.30079 -0.06788
H 2.18933 2.73679 -0.88788
H 1.20533 1.86379 -0.11888
O -0.14167 1.90979 -2.97688
H -0.49967 2.12079 -2.09388
H 0.13033 1.01579 -2.79688



[3]
Here is 11 unconnected molecules or ions with the total composition C2H28N3O10 from the Open Molecules 2025 dataset. Energies are from ωB97M-V with the def2-TZVPD basis set.

- E_LUMO (eV) = -2.5
- frontier orbital gap (eV) = 11.0
- total charge = +1
- highest occupied orbital energy (Eh) = -0.49805
- multiplicity = 1

Element x y z (Å)
C -1.80109 -0.76738 3.26098
N -2.07615 -1.76754 2.18209
C -1.33990 -1.72333 1.08138
N -1.40786 -2.72351 0.17641
N -0.43199 -0.78334 0.88715
H -2.12446 0.16764 2.83586
H -0.73513 -0.75453 3.47159
H -2.35500 -1.08472 4.13580
H -2.44259 -2.64755 2.50598
H -1.46595 -3.67916 0.47064
H -1.01238 -2.54444 -0.74660
H -0.11862 -0.58110 -0.04712
H -0.22989 0.00361 1.47855
H 2.36250 3.83780 -1.59002
H 0.82296 4.24125 -1.45928
O 1.68402 4.22353 -1.03515
H 2.95394 -1.80633 1.96852
H 2.51453 -3.08015 1.20671
O 2.79035 -2.16518 1.09398
H 0.95845 1.93633 0.50974
H 1.66158 1.26509 -0.68568
O 1.10332 1.07404 0.07673
H 3.14398 -0.28884 -0.50529
H 3.20084 -1.09287 -1.81562
O 3.03529 -0.21707 -1.46101
H -0.49544 -1.47784 -3.03679
H -0.49184 -3.04731 -3.37839
O -0.70497 -2.38758 -2.71631
H 0.12359 2.04168 2.94761
H -0.54379 2.36738 4.21961
O -0.70989 1.86066 3.41384
H -0.95188 0.70407 -1.90620
H -0.59577 1.71992 -0.98255
O -0.74057 1.65030 -1.93990
H 2.51248 2.84418 2.14256
H 1.58501 3.85506 1.47776
O 1.58127 3.01362 1.95548
H 0.07971 0.31380 -3.13790
H 1.01786 -0.08141 -4.22506
O 0.09712 -0.20718 -3.95922
H -3.10953 0.18501 -2.18595
H -3.41115 -1.08271 -1.52360
O -2.64546 -0.59056 -1.84757



[4]
Here is 12 unconnected molecules or ions with the total composition C2H28NO11 from the Open Molecules 2025 dataset. Energies are from ωB97M-V with the def2-TZVPD basis set.

- E_LUMO (eV) = -2.5
- frontier orbital gap (eV) = 10.7
- total charge = +1
- highest occupied orbital energy (Eh) = -0.48640
- multiplicity = 1

Element x y z (Å)
C 0.75571 2.38388 -1.27537
C 0.41513 3.41730 -0.45978
N 1.25909 1.04254 -0.67695
H 0.70035 2.27687 -2.30868
H -0.02227 4.27949 -0.82248
H 0.54741 3.43003 0.58366
H 0.42024 0.56149 -0.42444
H 2.01764 0.44261 -1.17828
H 1.67461 1.28644 0.18645
H -3.22922 0.99768 -2.31189
H -1.78585 0.68906 -1.92196
O -2.56127 1.21112 -1.58109
H -0.65564 -1.12913 -2.81759
H -1.28268 -0.23064 -4.04160
O -0.93974 -0.28868 -3.12169
H 2.37592 -0.88193 1.59980
H 3.33243 0.57051 1.63449
O 2.54814 0.03292 1.21682
H 0.87913 2.51181 3.67667
H 0.57764 1.48318 2.67867
O 1.20599 2.02241 2.99149
H -0.86754 -2.44507 -1.22427
H 0.60559 -1.92290 -1.07034
O -0.12567 -2.10212 -1.59068
H -3.94341 -1.16420 0.91507
H -2.99740 -0.18062 0.40486
O -3.10789 -0.76761 0.96954
H -2.35583 -2.45570 0.67819
H -1.54666 -3.88769 0.79239
O -1.60184 -2.93914 0.40474
H -1.82027 2.38014 1.36588
H -2.00708 1.62116 -0.03155
O -1.54185 1.58398 0.89808
H -0.54781 -0.60985 1.33084
H -0.37019 -1.78456 0.61718
O 0.12903 -1.05469 0.93358
H 1.12849 -2.27848 2.32148
H 2.28988 -1.69151 3.17912
O 2.04991 -2.07457 2.36476
H 2.64691 -1.65025 -2.31595
H 2.94760 -1.63017 -0.91997
O 2.80328 -1.05510 -1.64923



[5]
Here is a molecular structure, C2H2AgFO from the Open Molecules 2025 dataset. Energies are from ωB97M-V with the def2-TZVPD basis set.

- E_LUMO (alpha / beta) (eV) = -5.7 / -7.9
- <S²> = 0.7591
- frontier orbital gap (alpha / beta) (eV) = 8.8 / 6.5
- total charge = +1
- highest occupied orbital energy (alpha / beta) (Eh) = -0.53268 / -0.53056
- multiplicity = 2

Element x y z (Å)
O 0.80688 -0.75658 -0.97133
C -0.24384 -0.57219 -0.41684
C -0.78269 0.00447 0.68065
H -1.09694 -0.66571 1.48665
F -1.63809 1.02759 0.51420
Ag 2.80358 -0.25609 -0.71461
H 1.93432 0.52065 0.73598



[6]
Here is a molecular structure, C2H2AgLiO2 from the Open Molecules 2025 dataset. Energies are from ωB97M-V with the def2-TZVPD basis set.

- E_LUMO (alpha / beta) (eV) = -6.7 / -6.3
- <S²> = 0.9737
- frontier orbital gap (alpha / beta) (eV) = 3.7 / 5.5
- total charge = +1
- highest occupied orbital energy (alpha / beta) (Eh) = -0.38079 / -0.43564
- multiplicity = 2

Element x y z (Å)
C -0.33755 0.84524 2.06942
H -1.34942 0.56291 2.37209
H 0.20051 1.68733 2.51573
O 0.52291 -0.25317 1.81822
C 0.37417 -0.70226 0.60987
O -0.18087 -0.73450 -0.41453
Ag 0.48802 -0.44843 -2.95515
Li -1.26868 1.25758 -0.06818



Q: What is the formula in the second record?
A: C2H22O17V



Q: multiplicity of number 4 (C2H28NO11)?
A: 1